{
  "formula": "C31H53ClNO10",
  "method": "the ωB97M-V functional and the def2-TZVPD basis",
  "symbols": ["C", "C", "C", "O", "C", "C", "Cl", "C", "C", "C", "C", "C", "C", "N", "O", "C", "C", "C", "C", "H", "H", "H", "H", "H", "H", "H", "H", "H", "H", "H", "H", "H", "H", "H", "H", "H", "H", "H", "H", "H", "H", "H", "H", "H", "H", "H", "H", "H", "O", "C", "O", "C", "C", "C", "H", "H", "H", "H", "H", "H", "O", "C", "O", "C", "C", "C", "H", "H", "H", "H", "H", "H", "O", "C", "O", "C", "C", "C", "H", "H", "H", "H", "H", "H", "O", "C", "O", "C", "C", "C", "H", "H", "H", "H", "H", "H"],
  "xyz": [[2.8724, 3.1694, 3.2805], [3.2491, 1.7880, 3.9200], [2.0120, 0.8308, 4.1077], [2.0309, -0.1076, 3.0364], [0.8456, -0.1370, 2.2582], [1.1097, -1.2562, 1.1790], [1.7136, -2.7093, 2.1384], [2.2364, -0.8513, 0.1566], [3.3436, -1.9162, -0.1110], [0.5333, 1.2331, 1.5525], [-0.8076, 1.2994, 0.7638], [-1.1688, 2.8354, 0.6788], [-0.6288, 0.8811, -0.7491], [-1.9706, 0.6082, 1.3066], [-3.0541, 1.2818, 1.3755], [-1.7904, -0.4370, 2.3090], [-2.8887, -0.2068, 3.4264], [-2.2152, -1.8154, 1.6413], [-0.4380, -0.5182, 3.0706], [2.9808, 3.1461, 2.1768], [3.5627, 3.9585, 3.6394], [1.8197, 3.4224, 3.5024], [3.7117, 1.9850, 4.9039], [3.9939, 1.3061, 3.2574], [1.0854, 1.4188, 4.2059], [2.1911, 0.2930, 5.0613], [0.2061, -1.5231, 0.6138], [2.7416, 0.0960, 0.4141], [1.7383, -0.6733, -0.8218], [3.8941, -1.5745, -1.0113], [2.9646, -2.9215, -0.3528], [4.0687, -1.8977, 0.7172], [0.5306, 2.0824, 2.2670], [1.3411, 1.4791, 0.8317], [-1.9257, 3.0435, -0.0905], [-1.4503, 3.2363, 1.6726], [-0.2191, 3.3567, 0.4189], [-1.6477, 0.9981, -1.1941], [-0.3249, -0.1710, -0.8734], [0.0527, 1.5906, -1.2476], [-2.8190, 0.8053, 3.8614], [-2.6410, -0.9281, 4.2348], [-3.8985, -0.4452, 3.0589], [-1.3796, -2.5468, 1.6621], [-2.4688, -1.6700, 0.5742], [-3.1182, -2.2334, 2.1264], [-0.3295, -1.5672, 3.4199], [-0.5537, 0.0743, 4.0031], [5.8275, -0.0522, -0.6229], [6.4369, -0.1516, 0.4006], [6.8631, -1.3362, 0.9039], [7.4612, -1.1272, 2.1929], [7.8707, 0.3326, 2.2098], [6.8041, 0.9741, 1.3364], [6.7197, -1.3604, 2.9618], [8.3121, -1.7963, 2.3108], [7.9308, 0.7511, 3.2141], [8.8495, 0.4487, 1.7386], [5.9203, 1.2569, 1.9120], [7.1880, 1.8286, 0.7845], [-2.4967, 1.0267, -5.0359], [-3.3936, 0.7606, -4.2883], [-3.2143, 0.5344, -2.9653], [-4.4639, 0.1319, -2.3707], [-5.5350, 0.6577, -3.3044], [-4.8456, 0.5824, -4.6575], [-4.4781, -0.9584, -2.2937], [-4.5440, 0.5574, -1.3705], [-6.4659, 0.0949, -3.2497], [-5.7576, 1.7003, -3.0639], [-4.9728, -0.3950, -5.1266], [-5.1754, 1.3721, -5.3284], [3.2834, 2.8784, -7.5895], [2.4153, 2.5826, -6.8207], [1.5227, 1.5892, -7.0466], [0.5483, 1.5619, -5.9872], [1.2194, 2.2467, -4.8140], [2.1163, 3.2616, -5.5056], [-0.3457, 2.0916, -6.3214], [0.2813, 0.5312, -5.7638], [0.5117, 2.6863, -4.1118], [1.8340, 1.5276, -4.2662], [1.5947, 4.2000, -5.7036], [3.0309, 3.4454, -4.9470], [-6.3063, -3.1428, -1.6951], [-5.9174, -3.7459, -0.7371], [-4.6725, -4.2727, -0.6422], [-4.5543, -5.0218, 0.5786], [-5.6301, -4.4667, 1.4908], [-6.7164, -4.0718, 0.5018], [-4.7054, -6.0812, 0.3557], [-3.5558, -4.8879, 0.9927], [-5.9581, -5.1759, 2.2500], [-5.2593, -3.5750, 2.0021], [-7.3900, -4.9016, 0.2798], [-7.2793, -3.2052, 0.8399]],
  "atomic_forces_ev_per_a": [[0.36, -0.38, -0.21], [-0.72, 0.69, -0.17], [2.01, 0.44, 0.42], [-1.16, 0.71, 0.06], [-1.39, -0.10, -0.89], [1.62, 0.72, 0.36], [-0.90, 0.11, -0.44], [-0.13, -0.71, -0.72], [0.12, 0.95, -0.62], [0.14, -0.42, 0.07], [0.62, 1.92, -2.02], [1.06, -0.18, 0.31], [-1.17, 0.07, 0.65], [0.73, 0.83, 1.27], [-0.16, -0.39, -0.54], [-2.06, -1.65, 1.14], [0.83, -0.50, 0.18], [0.66, -0.01, -0.41], [0.42, -0.23, 0.06], [-0.16, -0.05, 0.55], [-0.56, -0.31, -0.12], [0.58, 0.17, 0.05], [-0.17, -0.21, -0.39], [-0.38, -0.05, 0.59], [0.30, -0.34, -0.20], [-0.39, 0.00, -0.51], [0.30, -0.15, 0.58], [-0.29, -0.49, 0.18], [0.21, 0.04, 0.62], [-0.21, -0.16, 0.55], [0.07, 0.39, 0.48], [-0.35, -0.49, -0.31], [-0.03, -0.77, -0.04], [-0.49, -0.16, 0.40], [0.22, -0.05, 0.49], [-0.18, -0.31, -0.59], [-0.60, -0.27, -0.09], [0.93, -0.16, 0.10], [0.01, 0.54, -0.07], [-0.11, -0.52, 0.16], [-0.20, -0.38, -0.35], [-0.22, 0.31, -0.40], [0.44, 0.44, 0.15], [-0.62, 0.25, 0.17], [0.08, 0.04, 0.47], [0.63, 0.11, -0.13], [-0.05, 0.60, -0.21], [0.35, -0.01, -0.68], [0.15, -0.20, -0.10], [-0.42, 0.24, -0.17], [0.03, 0.07, -0.09], [0.13, -0.14, 0.27], [0.15, 0.28, 0.20], [0.52, -0.03, 0.22], [-0.01, 0.01, -0.05], [-0.13, -0.11, -0.15], [-0.02, -0.09, -0.01], [-0.03, -0.03, 0.04], [-0.02, 0.05, -0.11], [-0.30, 0.04, -0.07], [0.26, 0.12, 0.23], [0.12, -0.19, -0.40], [-0.05, 0.11, -0.18], [-0.22, -0.19, 0.40], [-0.35, 0.05, -0.07], [-0.34, 0.22, 0.36], [0.00, 0.04, -0.05], [0.26, 0.00, -0.02], [0.09, -0.05, 0.06], [0.01, -0.05, 0.02], [0.05, 0.06, -0.09], [0.17, -0.17, -0.22], [-0.04, -0.26, -0.13], [0.16, 0.36, -0.25], [0.20, 0.08, 0.05], [-0.33, -0.14, 0.12], [-0.01, 0.11, 0.36], [-0.12, -0.36, 0.44], [0.03, -0.05, 0.01], [0.01, 0.01, -0.23], [-0.06, -0.06, -0.08], [-0.04, 0.01, -0.02], [0.11, 0.03, -0.03], [0.04, 0.23, -0.22], [0.34, 0.09, -0.08], [-0.42, -0.01, -0.28], [-0.06, 0.12, -0.02], [0.21, -0.17, 0.24], [-0.18, -0.01, 0.31], [0.30, 0.06, 0.47], [-0.01, 0.05, -0.04], [0.04, 0.04, -0.24], [0.06, -0.02, -0.05], [0.01, -0.05, -0.01], [-0.06, 0.09, -0.06], [-0.19, -0.07, -0.24]],
  "total_energy_ev": -67492.3621,
  "spin_multiplicity": 2,
  "de_lowest_kj_mol": 135.9
}